Record 1
The following is a quantum chemistry calculation of a molecular structure, C26H46AsO9SSi3TcTe, from OMol25.

Atoms and positions in Å:
Tc (-1.154760, -0.112301, -0.069788)
O (-2.070604, -3.084560, -2.973554)
C (-1.707096, -2.628486, -1.900603)
O (-1.215190, -1.456192, -1.751941)
C (-1.673038, -3.599442, -0.691383)
C (-0.207553, -3.706246, -0.231446)
C (-0.059747, -4.895571, 0.744995)
C (-0.612825, -4.282153, 2.045776)
C (-1.096902, -2.920668, 1.519882)
O (-0.064110, -2.579369, 0.609213)
C (-2.341984, -3.182989, 0.638455)
C (-3.384243, -2.040677, 0.546367)
O (-4.555594, -2.323435, 0.762518)
O (-2.977750, -0.852963, 0.298055)
H (-2.065152, -4.550180, -1.060951)
H (0.523868, -3.677151, -1.043182)
H (-0.635617, -5.757437, 0.411672)
H (0.986373, -5.183929, 0.847921)
H (-1.420504, -4.858150, 2.491786)
H (0.177633, -4.134474, 2.782331)
H (-1.204017, -2.135971, 2.265131)
H (-2.900322, -4.032534, 1.040081)
O (-0.507134, 2.123137, -1.262382)
S (0.774425, 1.455483, -1.320204)
O (0.873511, 0.770385, -2.683590)
O (0.853683, 0.408748, -0.284546)
O (1.874686, 2.371382, -1.203349)
C (-2.933983, -0.444395, 3.815014)
Si (-3.081813, 1.344826, 3.126817)
C (-3.355379, 2.369450, 4.753996)
C (-4.703510, 1.390304, 2.099487)
As (-1.309010, 1.662832, 1.507705)
Si (-1.840125, 3.823427, 0.671995)
C (-0.315716, 4.897651, 0.242888)
C (-2.748341, 4.819734, 2.074818)
C (-3.052121, 3.788349, -0.811236)
Si (0.716847, 1.845349, 2.734622)
C (0.388763, 2.530858, 4.518203)
C (1.333639, 0.041540, 2.948922)
C (2.073991, 2.912527, 1.921829)
H (-3.546345, -0.607127, 4.695589)
H (-1.903240, -0.662875, 4.079819)
H (-3.254151, -1.153540, 3.059436)
H (-4.305684, 2.082407, 5.193155)
H (-3.374463, 3.439527, 4.591111)
H (-2.583794, 2.162812, 5.487503)
H (-5.563021, 1.036883, 2.660520)
H (-4.562359, 0.717355, 1.255750)
H (-4.935868, 2.378279, 1.711846)
H (0.204727, 5.236230, 1.134705)
H (-0.595434, 5.778098, -0.329297)
H (0.367226, 4.306689, -0.360503)
H (-2.142187, 4.846726, 2.976340)
H (-3.701823, 4.372371, 2.334885)
H (-2.939659, 5.844350, 1.773746)
H (-2.479733, 3.512525, -1.690141)
H (-3.537197, 4.744492, -0.996954)
H (-3.821878, 3.032391, -0.672503)
H (-0.155233, 1.799388, 5.106343)
H (-0.213442, 3.433365, 4.477606)
H (1.308752, 2.763033, 5.043743)
H (0.665397, -0.536170, 3.583710)
H (2.337065, -0.036745, 3.358562)
H (1.334219, -0.418969, 1.964306)
H (1.934798, 3.974037, 2.102789)
H (2.052060, 2.748938, 0.845997)
H (3.069166, 2.647977, 2.268106)
C (6.276157, -2.235046, -6.392494)
C (5.189888, -1.859108, -5.423370)
C (5.035280, -2.526255, -4.218469)
C (3.968897, -2.252468, -3.371876)
C (3.827304, -3.020136, -2.088945)
C (3.022393, -1.285638, -3.723512)
Te (1.125965, -1.214722, -2.651123)
C (3.198892, -0.579909, -4.918686)
C (2.180239, 0.442259, -5.299370)
C (4.280022, -0.858584, -5.740228)
H (6.922165, -3.008079, -5.980968)
H (6.889109, -1.373461, -6.653939)
H (5.832243, -2.616668, -7.313126)
H (5.744568, -3.297188, -3.940880)
H (4.744385, -3.555442, -1.847122)
H (3.018139, -3.747820, -2.171030)
H (3.576816, -2.336233, -1.274937)
H (1.183635, -0.009936, -5.218312)
H (2.339563, 0.820073, -6.307838)
H (2.200688, 1.265956, -4.586705)
H (4.402473, -0.310754, -6.665564)

Force components x, y, z for each atom (eV/Å):
Tc -0.8 -2.2 -0.6
O 0.0 0.1 0.0
C -0.4 -1.2 0.0
O -0.1 1.2 0.5
C 0.2 0.2 -0.5
C 0.0 -0.7 -0.5
C 0.1 0.1 -0.2
C 0.0 0.3 0.1
C -0.4 -0.2 0.7
O 0.3 0.6 0.1
C -0.3 0.4 0.0
C -0.3 -1.1 0.4
O 0.1 0.1 -0.1
O 0.0 0.8 0.0
H 0.1 0.2 0.1
H 0.0 0.0 0.2
H 0.1 0.0 -0.1
H 0.0 0.0 0.0
H 0.0 0.0 0.1
H 0.0 0.0 0.0
H 0.0 0.0 0.0
H 0.0 0.2 -0.1
O -0.7 -0.1 -0.4
S 1.3 3.1 0.1
O -0.1 -0.9 -0.6
O 0.1 -0.7 0.7
O 0.4 0.0 -0.3
C 0.2 0.6 -0.6
Si -1.2 -0.7 0.7
C 0.6 -0.1 -0.9
C 0.9 0.1 0.1
As -0.7 1.4 2.0
Si -0.5 1.6 -0.1
C -0.4 -0.8 0.1
C 0.5 -0.8 -0.5
C 0.6 -0.4 0.5
Si 1.0 -0.1 1.3
C -0.2 -0.3 -1.0
C -0.4 0.6 -0.4
C -0.8 -0.4 -0.1
H -0.2 0.2 0.2
H 0.2 -0.1 0.1
H 0.0 -0.1 -0.2
H -0.2 -0.2 -0.1
H 0.0 0.3 0.0
H 0.2 -0.1 0.1
H 0.0 -0.1 0.3
H 0.0 -0.1 -0.1
H 0.0 0.2 0.0
H 0.0 0.0 0.2
H -0.3 0.1 -0.1
H 0.2 0.0 -0.1
H 0.1 0.0 0.2
H -0.2 -0.1 0.0
H 0.0 0.2 -0.2
H 0.0 -0.1 -0.2
H 0.1 0.2 0.2
H -0.1 -0.1 0.0
H -0.2 -0.2 0.1
H -0.1 0.2 0.0
H 0.3 0.0 0.0
H -0.2 0.0 0.1
H 0.2 0.2 0.1
H 0.1 -0.2 -0.1
H -0.1 0.1 0.1
H 0.1 0.1 0.0
H 0.1 -0.2 0.2
C -0.1 0.1 0.0
C 0.0 0.0 0.1
C 0.0 0.0 -0.2
C -0.2 0.1 0.3
C 0.0 0.1 0.0
C -0.2 0.1 0.1
Te 1.5 -1.3 -1.6
C -0.2 0.1 0.0
C 0.0 0.1 0.0
C 0.0 -0.1 0.1
H 0.1 0.0 0.0
H 0.1 0.0 0.0
H 0.1 0.0 -0.1
H 0.0 -0.1 0.0
H 0.0 0.0 0.0
H 0.0 -0.1 0.1
H 0.0 -0.1 0.1
H 0.1 0.2 -0.2
H 0.0 0.0 0.0
H 0.0 0.1 -0.2
H -0.1 0.1 -0.1

Output
E_HOMO (spin up / spin down): -5.148 / -4.317 eV
multiplicity: 4
total charge: -1
frontier orbital gap (spin up / spin down): 7.5 / 6.7 eV
LUMO level (spin up / spin down): 2.35 / 2.35 eV


Record 2
The following is a quantum chemistry calculation of a single C6H9N molecule, from OMol25.

Atoms and positions in Å:
C (-0.987266, -1.830666, 0.369542)
C (0.053938, -0.767226, 0.150713)
C (1.469076, -0.956400, 0.057920)
C (2.062064, 0.247215, -0.217028)
N (1.063850, 1.166534, -0.260234)
C (-0.155510, 0.582783, -0.052998)
C (-1.284480, 1.556718, -0.096056)
H (-0.619042, -2.820601, 0.074236)
H (-1.879422, -1.628327, -0.234906)
H (-1.300978, -1.891627, 1.417921)
H (2.013152, -1.874916, 0.184815)
H (3.089962, 0.542419, -0.376976)
H (1.116462, 2.118885, -0.589741)
H (-2.221202, 1.164885, -0.495547)
H (-0.984640, 2.347561, -0.809435)
H (-1.435966, 2.042760, 0.877768)

Force components x, y, z for each atom (eV/Å):
C 0.0 0.1 0.0
C 0.0 0.3 -0.1
C 0.2 -0.1 0.0
C 0.1 -0.1 0.1
N -0.1 0.5 -0.2
C 0.1 0.0 -0.1
C -0.1 0.3 -0.4
H 0.0 0.2 0.1
H 0.1 0.0 0.1
H 0.0 0.0 -0.1
H -0.1 -0.2 0.0
H -0.1 -0.2 0.0
H 0.3 -0.2 0.2
H 0.0 -0.2 0.3
H -0.3 -0.2 0.3
H -0.2 -0.2 -0.2

Output
E_HOMO: -7.820 eV
SMILES: Cc1cc[nH]c1C
frontier orbital gap: 8.9 eV
LUMO level: 1.04 eV


Record 3
The following is a quantum chemistry calculation of a molecular structure, C30H22AsBr3Cl4I2N4O2S4Sn, from OMol25.

Atoms and positions in Å:
Sn (1.348719, 2.004083, -1.240894)
Br (-5.448386, 2.257455, 1.717674)
C (-3.769928, 2.401265, 0.848519)
C (-2.725188, 3.044170, 1.479080)
C (-1.511183, 3.076822, 0.807213)
N (-1.334950, 2.547811, -0.396959)
C (-2.357802, 1.968422, -1.009121)
C (-3.609182, 1.848965, -0.407215)
C (-2.094746, 1.501864, -2.401727)
C (-3.137082, 1.325910, -3.299382)
C (-2.825690, 0.949524, -4.593994)
Br (-4.220475, 0.723019, -5.854904)
C (-1.518527, 0.770465, -4.968610)
C (-0.545015, 0.974277, -3.998896)
N (-0.819703, 1.322519, -2.744518)
H (-2.831355, 3.487258, 2.459376)
H (-0.642032, 3.551301, 1.254379)
H (-4.425276, 1.325711, -0.880722)
H (-4.161136, 1.513149, -3.020649)
H (-1.236830, 0.516563, -5.979713)
H (0.503942, 0.880706, -4.249391)
S (3.407081, 5.581165, -3.827339)
As (1.849815, 4.200917, -3.929164)
S (0.337478, 4.545472, -2.187052)
S (2.607563, 2.166945, -3.435561)
S (0.494081, 4.059308, -5.531499)
Cl (0.882267, 2.276286, 3.426279)
C (0.064135, 0.949578, 4.239150)
Cl (-1.572536, 1.380523, 4.792870)
H (0.634787, 0.677477, 5.115711)
H (-0.035697, 0.118403, 3.553660)
I (1.558200, 5.219164, -0.107329)
I (2.996726, 5.533430, 2.762965)
Cl (-1.996215, -4.594883, -1.210399)
C (-1.136883, -5.696793, -0.187126)
C (-1.260521, -7.051528, -0.453872)
C (-0.504501, -7.969596, 0.254269)
C (0.377279, -7.526494, 1.225913)
C (0.461704, -6.173664, 1.504400)
Cl (1.561854, -5.658699, 2.745507)
C (-0.304375, -5.206850, 0.830642)
N (-0.156192, -3.857937, 1.150581)
C (-1.217437, -2.972613, 1.322465)
C (-2.513774, -3.421123, 1.591003)
C (-3.559496, -2.524474, 1.755615)
C (-3.327427, -1.159822, 1.677688)
C (-2.026962, -0.715966, 1.465117)
C (-0.958343, -1.589018, 1.299768)
C (0.443657, -1.031821, 1.212527)
C (1.228992, -1.333051, -0.092178)
O (1.815739, -2.440022, -0.154808)
O (1.240901, -0.407924, -0.957353)
H (-1.928687, -7.366638, -1.245446)
H (-0.589584, -9.027142, 0.038434)
H (0.995690, -8.218059, 1.783423)
H (0.722133, -3.434833, 0.798809)
H (-2.701808, -4.487828, 1.651192)
H (-4.559588, -2.900723, 1.946843)
H (-4.135654, -0.446316, 1.802304)
H (-1.820311, 0.348858, 1.446525)
H (1.041280, -1.433204, 2.042138)
H (0.378455, 0.051244, 1.329653)
Br (7.809422, 4.049861, 1.785905)
C (6.239221, 3.397390, 0.940293)
C (6.053683, 3.608624, -0.412561)
C (4.887746, 3.122856, -0.984702)
N (3.960668, 2.468009, -0.284551)
C (4.153600, 2.300083, 1.019310)
C (5.284421, 2.741757, 1.688790)
H (6.773094, 4.151269, -1.008875)
H (4.668233, 3.285200, -2.035307)
H (3.356404, 1.807507, 1.568201)
H (5.381508, 2.614433, 2.757629)

Force components x, y, z for each atom (eV/Å):
Sn -0.1 -0.2 0.4
Br 0.0 0.0 0.0
C 0.0 0.0 -0.1
C 0.1 0.1 0.1
C 0.0 0.0 0.1
N 0.0 0.0 0.2
C -0.1 0.0 -0.1
C 0.0 0.0 0.0
C -0.1 0.0 0.2
C 0.0 0.0 -0.1
C -0.1 0.0 0.1
Br 0.0 0.0 0.0
C 0.1 0.0 0.0
C 0.0 0.0 0.1
N 0.3 0.0 -0.3
H 0.0 0.0 0.0
H -0.1 0.0 0.0
H 0.0 0.0 0.0
H -0.1 0.0 0.1
H 0.0 0.0 0.0
H 0.0 0.0 0.0
S 0.0 0.0 0.0
As -0.2 0.0 0.1
S 0.4 0.2 0.0
S 0.0 -0.1 -0.1
S 0.0 0.0 0.1
Cl 0.0 0.1 0.0
C -0.1 0.0 0.0
Cl 0.0 0.0 0.0
H 0.1 0.0 0.1
H 0.0 -0.1 0.0
I -0.1 0.0 -0.4
I -0.1 0.1 0.0
Cl 0.0 -0.1 -0.1
C 0.0 0.0 0.0
C 0.0 0.0 0.0
C 0.0 0.0 0.0
C 0.0 0.0 0.0
C 0.0 0.1 0.0
Cl 0.0 0.0 0.0
C 0.0 -0.1 0.1
N 0.0 0.0 -0.1
C -0.1 -0.1 0.1
C 0.0 0.0 0.0
C 0.0 0.0 0.0
C 0.0 0.0 0.0
C 0.0 0.0 0.0
C 0.0 0.0 0.1
C 0.0 -0.1 -0.1
C 0.3 0.1 0.0
O -0.5 0.5 -0.1
O 0.1 -0.5 0.0
H 0.0 0.0 0.0
H 0.0 0.0 0.0
H 0.0 0.0 0.0
H 0.1 0.1 0.0
H 0.0 0.1 0.0
H 0.1 0.0 0.0
H 0.1 -0.1 0.0
H 0.0 0.0 0.0
H 0.0 0.0 -0.1
H 0.1 0.0 -0.1
Br 0.0 0.0 0.0
C 0.0 0.0 0.0
C 0.0 0.0 0.0
C -0.1 0.0 0.1
N 0.1 0.0 0.0
C 0.0 0.0 0.0
C 0.0 0.0 0.0
H 0.0 0.0 0.0
H 0.0 0.0 0.0
H 0.0 0.0 0.0
H 0.0 0.0 -0.1

Output
E_HOMO: -2.851 eV
total charge: -2
frontier orbital gap: 6.1 eV
LUMO level: 3.27 eV


Listing energy above the lowest of the compared OMol25 structures with the same formula, charge and spin for the structures above in their given order: 336.6, 24.1, 8.4 kJ/mol.